[1]
Computed, not measured: a structure of composition C24H56ClN8O8Sn in a non-equilibrium geometry, with ωB97M-V/def2-TZVPD.

Summary:
Kohn-Sham gap = 4.3 eV
charge = +1
HOMO level = -10.2 eV
LUMO energy = -5.87 eV
DFT total energy = -72443.932 eV
max |F| = 5.2 eV/A

Geometry (Å):
H -2.25040 0.85133 -1.29516
H 2.50195 4.31634 -5.53213
C -5.74033 -3.03028 -3.65258
N -4.42101 -2.93270 -3.82619
H 3.48947 2.84307 -6.17654
N 2.65275 2.84024 -4.21223
H -5.20309 -2.99434 1.12494
H -2.31300 -3.38297 -3.35224
H -3.57480 1.64190 -0.46366
N 6.17681 0.90418 0.45842
C -6.36468 -3.53543 -2.40232
C 0.93507 -4.34970 -1.75706
H 3.75055 -0.66891 6.02902
C -3.28842 -3.20661 -2.89887
O 2.80980 0.17246 3.38963
H -2.21353 5.28393 -1.87942
H -3.78220 2.82195 3.44692
C -0.78857 4.85920 -0.58479
C 7.38819 2.00207 2.19219
H 0.63773 -5.39652 -1.81907
C -0.08426 -4.64098 0.51750
C -1.89621 1.87651 2.94447
C -4.56683 -2.11343 1.21021
H -1.45511 3.69494 -3.71463
C -3.27343 2.35072 2.60597
O 5.10202 1.87776 2.09586
C -0.52063 -3.82777 1.75264
H 3.51707 -2.97254 1.56755
H -7.40716 -3.47269 -2.09021
H 4.04655 0.59506 0.31011
H 5.03014 1.10848 -1.15136
H -0.31739 -0.69289 3.96352
H -1.85371 5.64342 1.10205
H 3.02068 -3.02869 3.66288
N -3.47120 -0.53179 -0.23721
H 2.72685 3.11487 -3.24311
N 0.29638 -3.80299 -0.49857
Cl -0.12872 -0.25714 0.35555
H 0.32973 0.98863 4.22844
H -4.99370 -1.64403 2.09651
H 7.08261 0.58207 0.14879
H -2.68626 -0.89462 0.28464
H -1.84343 6.56610 -0.42186
H -3.91122 1.49479 2.38528
H -0.10528 3.32030 -2.58507
C 6.16325 1.54106 1.55140
C -1.23666 5.98130 0.26948
N 2.97841 -2.12699 3.20983
H 2.01095 -4.22561 -1.63381
H 7.68156 1.36699 3.02808
H -2.61404 0.27379 3.70190
O -6.41085 -2.64118 -4.59565
H 0.58915 0.93130 -2.81171
H 2.98157 -2.21681 5.73297
H -5.69742 -3.11152 -1.65187
H -0.36301 6.51720 0.64050
H 4.97855 -0.56450 -0.64474
H 0.06731 -4.07247 2.63725
N -1.78122 0.84431 3.73388
C 2.11734 1.59976 -4.19938
C 2.92282 -0.97123 3.91908
H 0.33079 -2.79589 -0.43032
Sn 1.96991 2.47757 1.60510
C 3.26897 3.55647 -5.38247
H 3.40155 -1.23429 1.29769
H 7.40498 3.03415 2.54238
C -4.61163 -1.13878 0.11329
O -0.00454 4.02800 -0.07044
H 4.22930 3.97449 -5.08061
H 1.98112 -0.09213 -2.91226
O -0.96193 2.58294 2.61049
C 1.67578 0.95407 -2.89443
H -4.12857 -2.72127 -4.76952
C -0.51879 0.31252 4.33323
H -3.95342 0.83940 -1.84463
C -1.16271 3.57006 -2.67203
O -5.69070 -0.71144 -0.23648
H -0.46606 -2.75412 1.57262
H -3.43789 -4.07135 -2.25236
H 1.95413 -2.32362 1.34359
H -3.53608 -2.34677 1.47706
H -6.07155 -4.58423 -2.35552
H -3.40705 2.88726 1.66662
N -1.37671 4.72255 -1.81100
H -1.49037 -4.16691 2.11690
H 2.26756 1.29485 -2.04487
C 2.96532 -1.16259 5.45648
O 1.98746 0.96689 -5.23218
H -0.65265 0.05100 5.38289
H 2.06507 -0.79177 5.94653
C 2.92260 -2.08469 1.78299
O 0.31476 -5.77270 0.61056
C 4.95488 0.46146 -0.27740
H -3.32854 -2.38157 -2.18766
H 0.65634 -3.78578 -2.64723
H -1.84129 2.89236 -2.15400
C -3.28900 0.72976 -0.98754
H 8.15145 2.08546 1.41851

=====

[2]
Computed, not measured: a cluster of 5 separate species, C24H56N3O21P5S3 in total in a non-equilibrium geometry, with ωB97M-V/def2-TZVPD.

Summary:
Kohn-Sham gap = 7.5 eV
HOMO level = -8.8 eV
SMILES = N#C[C@@](CCCCS(=O)(=O)O)(CON=O)[C@@](C#N)(CCCS)[PH2]=S.COP(=O)(OC)OC.COP(=O)(OC)OC.COP(=O)(OC)OC.COP(=O)(OC)OC
LUMO energy = -1.32 eV
DFT total energy = -152206.889 eV
max |F| = 7.4 eV/A

Geometry (Å):
H 1.60326 1.33942 -1.20727
H 0.26593 -1.72679 -0.40570
H 1.73954 1.44436 2.18684
H 1.63055 4.19174 1.10543
H 2.91513 0.45205 0.86386
H 1.69987 -2.60104 -8.83898
H -2.76860 1.51731 3.00584
H 0.69956 1.18345 4.42465
O 0.81632 4.75139 -4.66271
H -6.36590 3.75108 2.32768
C 1.88526 -0.75821 -1.45852
C 1.26443 -1.33979 -0.16608
P -6.28995 0.95109 3.26377
C -7.00910 -0.81851 5.11071
H -1.64601 -6.69919 1.27090
C 1.94665 3.18774 0.79109
H 2.86805 4.49124 -4.36064
H 2.14256 7.68347 -2.19783
N 4.73574 2.90570 -2.31519
C 4.56858 2.65922 -1.20702
H -0.61828 -8.34281 5.45918
O -6.57263 0.48528 1.87332
H -0.18558 -5.75234 0.99077
C 3.99067 4.46810 0.50392
H 2.28337 4.27308 -6.02279
C 3.41849 0.72251 -0.06542
N 4.37514 5.48797 0.14720
H 0.50938 1.60921 0.94944
H 1.30651 -5.02548 -4.26970
C 0.78513 -2.69516 -8.25574
S 5.45106 4.16835 3.28977
O -0.68892 -5.94101 2.95261
H 0.37819 -7.50008 6.65738
H -0.76315 3.17516 2.01613
C 5.61308 1.66729 0.71259
P 0.42613 5.58777 -3.26777
H 6.19154 2.54752 1.00949
O -3.05248 -6.28065 3.24046
H -7.88153 -1.29552 5.54987
H 6.17425 1.20835 -0.11486
H 0.28526 -3.61646 -8.54798
C -2.23849 -3.94729 -5.99849
C -4.13306 -6.99537 3.86858
O -7.46257 0.08694 4.08730
H 2.77435 3.68355 3.47475
C 4.22624 2.03313 0.11101
H -7.30315 4.33734 3.70935
H 0.44729 -4.02602 -3.06179
O 1.16084 -2.73646 -6.88415
H -1.67556 -4.91511 1.43481
H 1.69827 3.14855 -0.27434
O -0.36835 -1.40901 -5.22560
C -3.64414 0.90607 3.21103
C -1.08897 -5.82068 1.59092
O 1.37697 -2.95481 -4.59547
C -1.75369 4.97917 -4.72142
H 2.61760 -1.42278 -1.92463
O 0.21266 6.87541 -2.22198
H 2.97929 0.89347 -2.21663
H 4.02611 1.77694 3.28911
H 1.12614 -0.60921 0.63214
H -3.59059 0.55857 4.24349
O 6.63786 -0.33093 3.18072
H 1.06958 -0.65088 -2.18212
O -2.10219 -4.59974 4.69710
O -0.43295 -6.26892 5.22407
C -0.52914 -7.43616 6.06276
H -3.65008 0.05078 2.53106
H -1.33833 5.22658 -5.69601
H -1.66126 3.91067 -4.52627
H 0.54453 3.77667 3.05024
O 2.78649 -3.51304 -0.62354
N 6.73940 0.37885 2.26365
H -6.47028 -0.28131 5.89530
H -3.00227 -4.15261 -6.74425
H -2.67919 -3.36436 -5.18663
O 0.68399 4.50793 -2.26816
H 2.22041 -4.07202 -3.08493
H -2.81055 5.24171 -4.72180
C 0.11949 2.88093 2.58986
H -3.80206 -7.97749 4.20940
O 1.09670 -3.68611 1.15801
O -7.04922 2.32142 3.67556
H 1.48985 -3.90146 2.02242
C 2.18020 4.86981 -5.12027
H -1.86031 -4.89453 -5.61072
H 2.42081 5.90795 -5.35345
H 0.83941 8.74214 -1.62628
P -1.71982 -5.95605 4.20203
C 3.48993 3.14230 0.98211
S -0.42136 1.70000 3.87338
H 0.15076 -1.83305 -8.46296
O 3.18391 -2.28945 1.37612
C 2.47006 0.67509 -1.27376
C -6.54490 3.62144 3.39532
S 2.19307 -2.75255 0.43830
C 1.32908 -4.08934 -3.70579
O 5.47917 0.68449 1.73672
H 4.15160 -0.07972 -0.22458
H -4.52309 -6.42256 4.71279
H -6.36198 -1.58831 4.68224
O -1.18648 -3.19800 -6.63345
O -1.12874 5.74401 -3.69583
H -5.63565 3.81414 3.96138
P 0.10416 -2.75986 -5.65803
H -1.38794 -7.35537 6.73404
H 1.01730 8.43887 -3.36294
O -4.82099 1.71256 3.00451
H -4.92196 -7.12620 3.13234
C 1.13579 2.17994 1.64891
C 1.10909 7.99541 -2.36832
P 3.88338 3.09715 2.82298

=====

[3]
Computed, not measured: a cluster of 8 separate species, C24H56N8O8 in total in a non-equilibrium geometry, with ωB97M-V/def2-TZVPD.

Summary:
Kohn-Sham gap = 8.8 eV
HOMO level = -8.7 eV
SMILES = CNC(C)=O.CNC(C)=O.CNC(C)=O.CNC(C)=O.CNC(C)=O.CNC(C)=O.CNC(C)=O.CNC(C)=O
LUMO energy = 0.11 eV
energy relative to the best compared isomer or geometry (same formula, charge and spin) = 69.58 kJ/mol
DFT total energy = -54101.211 eV
max |F| = 1.7 eV/A

Geometry (Å):
H 9.93249 0.14543 -1.61348
H -4.19291 -3.50373 4.62615
H 4.60968 -2.82864 -4.70277
H 5.44928 -0.37888 -1.28080
H -2.08129 2.16346 -1.54404
C 3.85501 -2.07641 -4.47184
C 7.89011 0.23747 -1.15582
H -2.63197 -0.70778 -2.24029
C -4.02647 -4.16222 3.77803
C 0.59566 -0.70591 0.68512
C -2.56180 -4.54135 3.68670
H -5.39573 5.25716 1.14363
N 2.72171 -3.68971 -3.03760
H -1.78991 -0.99302 6.11255
H 5.08989 0.67162 -2.61062
C 0.92880 1.64838 3.83238
C -1.79261 2.00353 -2.58533
H -4.59916 2.74633 -5.36605
H 9.59988 1.11609 -0.13115
C -1.30995 4.28918 2.06950
N 6.90079 1.02781 -1.65226
H -5.49322 6.01342 2.69330
C 2.01321 -4.04900 -1.82638
H 0.03986 -3.74059 3.43450
H -5.73388 1.68903 -4.47204
C 0.68605 0.68844 0.13210
H 9.30029 1.77567 -1.72837
N -2.52065 4.99764 1.66093
C -1.55341 -0.97359 5.04761
H 1.40853 -1.10061 1.29171
C -2.84413 -1.48018 -0.37248
H 0.55451 2.64016 3.57410
H -1.46357 0.96576 -2.65230
H -2.43426 5.69338 0.94234
O 2.28451 -1.48044 -2.80626
H -1.76491 -3.05798 -2.72329
H 1.88226 0.03572 -1.39925
O -3.79602 4.15432 3.31498
O 0.05751 1.61692 0.62044
O -2.06534 -5.19495 4.59333
H -0.16785 -5.20992 2.42529
C -3.89660 -0.43208 -0.05370
H -0.74600 4.94335 2.73549
C 5.50504 0.66121 -1.60070
H -4.55522 -5.09383 4.00093
H -3.29980 0.32219 0.47903
N 1.56374 0.85299 -0.89607
O -3.68016 0.17538 -3.56380
C 1.85028 2.17523 -1.41446
C -4.75575 1.75055 -4.95321
H -0.72674 4.05344 1.18154
H -4.36844 0.03130 -0.91329
H 1.33136 1.14697 2.95965
N -2.84446 2.26482 -3.54659
C -0.24088 -0.24773 4.87745
H -1.48169 -1.97192 4.62987
H 0.34619 -1.44761 -0.07955
H -0.06901 -3.65854 1.64947
O 0.80883 -0.74115 5.25656
H -0.92882 2.61970 -2.82793
H -0.28700 -0.74529 1.33102
H -2.38793 -0.41364 4.61455
H -1.15256 1.24458 3.86621
H 3.20108 -4.35992 -3.61097
C -3.73567 1.34034 -3.93161
H -4.57687 -0.84125 0.68572
C -3.66776 4.92846 2.38730
O -2.46143 -2.25841 0.50009
H -2.39339 -3.44177 2.01168
H 2.21442 -3.21296 -1.15474
H -4.50335 -3.78639 2.87098
N -0.28010 0.97363 4.28621
H -4.44087 6.72138 1.44575
H 2.37425 -4.96755 -1.37386
C -0.43239 -4.15748 2.54530
H 3.30193 -1.80870 -5.37037
H -1.57450 3.34712 2.53208
H 4.43600 -1.20162 -4.17605
H 4.93191 1.26663 -0.90048
H 1.03377 2.50342 -2.05767
H 0.93225 -4.11030 -1.95276
C 2.91056 -2.38260 -3.35167
H -4.77894 1.03117 -5.76748
H -0.53697 -1.86729 -2.71066
H -2.87598 3.22396 -3.84176
C 9.26736 0.85936 -1.13228
H 2.04413 2.86963 -0.60016
N -1.86814 -4.01693 2.65683
O 7.69719 -0.92037 -0.81941
C -4.79878 5.78997 1.88645
N -2.29678 -1.41477 -1.59524
C -1.28742 -2.31704 -2.06260
H -0.91350 -2.87007 -1.20608
H 2.78086 2.15235 -1.98265
H 7.14667 1.96315 -1.92160
H 1.58514 1.77286 4.68699